Entry 1:
{
  "formula": "C22H24ClN3O12P2PbS",
  "method": "ωB97M-V/def2-TZVPD",
  "spin_multiplicity": 1,
  "total_energy_ha": -3654.0620,
  "homo_lumo_gap_ev": 7.27,
  "homo_ev": -3.30,
  "relative_energy_kj_mol": 0.0,
  "charge": -2,
  "largest_force_ev_per_a": 0.50,
  "symbols": ["Pb", "O", "P", "O", "O", "O", "P", "O", "O", "O", "H", "H", "O", "Cl", "O", "O", "O", "C", "C", "C", "C", "N", "C", "C", "C", "C", "C", "C", "C", "H", "H", "H", "H", "H", "H", "H", "H", "C", "C", "C", "N", "C", "S", "N", "C", "O", "C", "C", "C", "C", "C", "C", "H", "H", "H", "H", "H", "H", "H", "H", "H", "H", "H", "H", "H", "H"],
  "xyz": [[-1.8964, -1.9173, -0.1980], [-2.6123, -4.6929, -2.2026], [-1.0153, -4.7895, -2.4046], [-0.7076, -5.8358, -3.3953], [-0.3510, -4.7533, -1.0447], [-0.7071, -3.3034, -3.0630], [0.5183, -2.3548, -2.6331], [1.6589, -3.3868, -2.1988], [0.9673, -1.5092, -3.7647], [0.0647, -1.5911, -1.3857], [-2.8506, -4.4296, -1.3082], [1.2051, -4.0939, -1.6904], [-5.5306, -2.6664, 2.3468], [-4.5308, -3.5462, 1.7954], [-4.6575, -4.8613, 2.3657], [-4.6739, -3.6125, 0.3562], [-3.2057, -3.0173, 2.1023], [1.8417, -3.7635, 1.9609], [2.3196, -2.7428, 2.7651], [1.6099, -1.5589, 2.8604], [0.4253, -1.4106, 2.1395], [-0.0201, -2.4117, 1.3762], [0.6555, -3.5528, 1.2773], [-0.4021, -0.1696, 2.1454], [-0.1298, 0.8582, 3.0520], [-0.9226, 1.9931, 3.0885], [-2.0002, 2.0999, 2.2193], [-2.2590, 1.0754, 1.3174], [-1.4706, -0.0739, 1.2426], [2.3754, -4.6960, 1.8454], [3.2475, -2.8615, 3.3127], [1.9830, -0.7549, 3.4785], [0.2282, -4.2991, 0.6149], [0.6904, 0.7781, 3.7548], [-0.7073, 2.7830, 3.7990], [-2.6382, 2.9771, 2.2504], [-3.1122, 1.1705, 0.6509], [0.2447, 4.1973, 0.6880], [-0.6818, 4.6028, -0.4505], [-0.5302, 3.7173, -1.6784], [-1.0430, 2.3843, -1.3911], [-1.0530, 1.3442, -2.2527], [-2.3953, 0.3307, -2.3401], [-0.0077, 1.1907, -3.1016], [1.3433, 1.6199, -3.0434], [1.9150, 1.8364, -4.0831], [2.0455, 1.7515, -1.7315], [3.1121, 2.6475, -1.6695], [3.8458, 2.7745, -0.5033], [3.5317, 1.9852, 0.5989], [2.4852, 1.0796, 0.5279], [1.7308, 0.9637, -0.6328], [0.0784, 4.8187, 1.5692], [1.2902, 4.2911, 0.3881], [0.0726, 3.1610, 0.9757], [-0.4868, 5.6353, -0.7536], [-1.7220, 4.5633, -0.1101], [0.5212, 3.6714, -1.9560], [-1.0796, 4.1475, -2.5254], [-1.8434, 2.3580, -0.7730], [-0.1059, 0.4153, -3.7554], [3.3558, 3.2288, -2.5495], [4.6715, 3.4743, -0.4569], [4.1145, 2.0710, 1.5088], [2.2485, 0.4460, 1.3729], [0.9522, 0.2135, -0.7003]]
}



Entry 2:
{
  "formula": "C2H4N2O3",
  "method": "ωB97M-V/def2-TZVPD",
  "spin_multiplicity": 1,
  "total_energy_ha": -413.6250,
  "homo_lumo_gap_ev": 8.72,
  "homo_ev": -8.88,
  "relative_energy_kj_mol": 700.3,
  "smiles": "C=C=O.NON=O",
  "largest_force_ev_per_a": 2.73,
  "symbols": ["C", "C", "N", "O", "N", "O", "O", "H", "H", "H", "H"],
  "xyz": [[1.0101, 0.5199, 0.9858], [1.4982, 0.1490, -0.1873], [-1.1831, -1.2902, -0.0255], [-0.7048, -0.3084, -0.9198], [-0.9433, 1.1386, -0.2271], [-0.7992, 2.0096, -0.9803], [2.2006, 0.0837, -1.1141], [-0.6138, -2.1179, -0.1913], [-2.1407, -1.5045, -0.2977], [0.3154, -0.1086, 1.5131], [1.3604, 1.4287, 1.4443]]
}



Entry 3:
{
  "formula": "C4H19NO6",
  "method": "ωB97M-V/def2-TZVPD",
  "spin_multiplicity": 1,
  "total_energy_ha": -669.9256,
  "homo_lumo_gap_ev": 8.44,
  "homo_ev": -8.06,
  "relative_energy_kj_mol": 270.8,
  "smiles": "C=C/C=C/N.O.O.O.O.O.O",
  "largest_force_ev_per_a": 2.93,
  "symbols": ["N", "C", "C", "C", "C", "H", "H", "H", "H", "H", "H", "H", "H", "H", "O", "H", "H", "O", "H", "H", "O", "H", "H", "O", "H", "H", "O", "H", "H", "O"],
  "xyz": [[-1.0353, -3.4692, 0.2331], [-0.1325, -2.8118, -0.5927], [-0.2441, -1.5050, -0.9421], [0.7107, -0.6929, -1.7203], [1.1305, 0.5421, -1.5108], [-0.8473, -4.4254, 0.4445], [-1.6719, -2.8614, 0.7651], [0.6797, -3.4244, -0.9760], [-0.9654, -0.8797, -0.4280], [1.1877, -1.3019, -2.5348], [1.7338, 1.0065, -2.2267], [0.7811, 1.0791, -0.6080], [2.7480, 3.7335, -1.3104], [1.8309, 2.8846, -0.3388], [1.9605, 3.7315, -0.7671], [-4.3605, -1.6630, -0.2571], [-4.1007, -0.1878, -0.4228], [-4.3793, -0.8284, 0.2461], [-2.8338, 0.8943, -2.6362], [-2.7158, 1.3418, -1.1404], [-3.2472, 0.8363, -1.7702], [4.4816, 0.0330, 1.6438], [3.4214, 0.8315, 2.0414], [3.5241, -0.1064, 1.7040], [1.3168, 0.9260, 3.6149], [0.8348, 1.8099, 2.5597], [1.3080, 1.8796, 3.4081], [-0.0099, 0.3845, 0.6619], [-0.8621, 1.0228, 1.7849], [-0.2437, 1.2202, 1.0749]]
}



Entry 4:
{
  "formula": "C6H11INO",
  "method": "ωB97M-V/def2-TZVPD",
  "spin_multiplicity": 1,
  "total_energy_ha": -662.4542,
  "homo_lumo_gap_ev": [7.93, 7.36],
  "homo_ev": [-11.52, -11.19],
  "relative_energy_kj_mol": 394.1,
  "charge": 1,
  "largest_force_ev_per_a": 4.87,
  "symbols": ["C", "C", "C", "C", "C", "C", "N", "O", "I", "H", "H", "H", "H", "H", "H", "H", "H", "H", "H", "H"],
  "xyz": [[0.6971, -1.0905, 0.5883], [-2.5581, 0.5622, -0.3683], [0.3757, 1.2510, 0.1240], [-0.8127, 1.2751, 1.0252], [-0.1653, -2.0304, 0.8441], [2.0729, 0.0281, -1.1508], [0.7555, -0.0990, -0.4271], [-2.0518, 0.9603, 0.7221], [-4.5964, -0.1892, -0.2966], [0.1478, 1.8331, -0.8769], [1.2916, 1.7521, 0.7283], [1.5433, -1.0242, 1.2585], [-0.7886, 1.8175, 2.0413], [-1.9494, 0.4869, -1.2849], [0.0671, -2.6122, 1.7518], [-1.1376, -2.3843, 0.4242], [2.9064, -0.2157, -0.4328], [2.1047, -0.9310, -1.7631], [2.0725, 0.8937, -1.7404], [0.0252, -0.2836, -1.1669]]
}